The following is a DFT calculation (ωB97M-V/def2-TZVPD) of a structure of composition C15H23N7ORuS2 at a distorted geometry.

```
! RIJCOSX wB97M-V def2-TZVPD def2/J DEFGRID3
* xyz 2 5
C -3.8459 3.7926 0.5073
H 2.4736 3.8861 -2.8087
H -0.4974 -3.3312 1.5948
C 3.0048 2.2325 -0.4046
H 1.2850 -4.9581 3.4832
C 1.5653 -2.2180 0.3277
H 2.9722 1.4166 0.3114
C 1.6579 3.1856 -2.6414
H 0.2356 -2.1074 3.8626
H -4.7500 4.3634 0.6562
H -1.5708 -0.7040 -5.9206
Ru 0.1291 0.1595 -1.2375
C -2.4500 2.3974 -0.8957
C 0.9738 -3.9967 3.0662
N 1.8050 -1.0298 2.1099
H 1.1809 2.9598 -3.5915
H -0.4064 -1.9457 -5.5755
O -0.4618 1.5257 0.0693
C -0.1122 -4.2567 2.0266
C -2.2614 1.7540 -2.1308
N 1.3870 -0.2702 1.1918
H 2.7332 -4.1410 1.7806
H -4.3115 3.2749 -1.5130
N -0.9093 -1.1237 -5.2826
H 1.2229 -3.0361 4.9879
H 1.5779 -3.0426 -0.3587
C -1.5095 2.2450 0.1988
H -1.0475 2.8412 2.2079
S 2.3366 1.6455 -1.9812
N -1.3153 0.8936 -2.4651
C 0.4737 -3.1143 4.2038
N 1.2244 -0.9657 0.0566
H -2.9989 1.9451 -2.9063
C 2.2507 -3.4015 2.4207
H 0.9407 3.6065 -1.9409
C -3.6070 3.1813 -0.6980
H -0.9509 -4.7603 2.4983
H 4.0382 2.5338 -0.5629
C -0.7568 -0.6142 -4.0740
S 0.4163 -1.3410 -2.9697
N 1.9343 -2.2544 1.6136
H -0.4239 -3.5437 4.6408
N -1.4781 0.3975 -3.6856
C -1.7686 2.9319 1.4083
H 2.9387 -3.0799 3.2031
C -2.9072 3.6840 1.5525
H 2.4212 3.0722 -0.0406
H -3.0862 4.2106 2.4796
H 0.2476 -4.9001 1.2252
*
```

## Properties
frontier orbital gap (alpha / beta)	0.28629 / 0.19652	Ha
<S²>	6.063
relative energy (zero: lowest compared OMol25 entry of this formula, charge and spin)	0.501	eV
energy	-52641.98022	eV



The following is a DFT calculation (ωB97M-V/def2-TZVPD) of the ion C9H10N3 with charge +1 at a distorted geometry.

```
! RIJCOSX wB97M-V def2-TZVPD def2/J DEFGRID3
* xyz 1 1
H 0.5791 2.9948 0.1150
C 3.9998 0.1634 0.0836
C 4.8376 1.1153 -0.0103
H -1.7665 -3.1666 -0.6090
C -0.6159 -1.3879 0.0336
H 5.6454 1.7549 0.0373
C -0.3460 2.2836 0.0823
C -1.5208 -2.5566 0.3776
N 0.6525 -1.7004 0.1113
N 1.2566 0.4783 0.1055
C -1.0017 -0.0379 -0.2532
H -1.1069 2.5681 -0.5465
C 1.6392 -0.7943 0.0230
C -0.0180 0.9096 0.0332
C -2.3787 0.3298 -0.5574
H -1.3072 -3.0032 1.2887
N 2.8465 -1.1989 -0.1710
H -3.0391 -0.3650 0.0341
H -0.6871 2.4315 1.1587
H -2.5262 -2.2443 0.5430
H -2.5727 1.3925 -0.2959
H -2.5699 0.0334 -1.5834
*
```

## Properties
frontier orbital gap (alpha / beta)	0.22615 / 0.21576	Ha
relative energy (zero: lowest compared OMol25 entry of this formula, charge and spin)	7.468	eV
energy	-13949.93279	eV



The following is a DFT calculation (ωB97M-V/def2-TZVPD) of a cluster of 7 separate species, C3H21O7 in total at a distorted geometry.

```
! RIJCOSX wB97M-V def2-TZVPD def2/J DEFGRID3
* xyz 1 1
O 5.2434 0.5062 -3.6648
O 0.4042 -4.3626 1.7644
H -2.3673 -2.6303 -0.5264
H -2.9928 -1.9212 -1.7087
H 1.8945 0.3048 -1.3641
H 0.2547 -5.3001 1.8868
H 1.4010 -3.6821 -4.7296
H -4.3480 1.6222 3.3412
H -2.3044 2.0684 4.6222
H -0.7314 1.8398 2.1013
H -2.5131 3.1056 1.9942
O 2.1822 -3.2527 -4.3809
O -2.3965 3.2729 2.9323
H 0.7761 -0.8119 -1.3313
H 5.4616 -0.0690 -4.3981
H 2.1470 -1.0546 -1.9973
H -3.3343 0.1612 3.4391
H -0.1087 2.2082 3.6756
H 1.5761 3.5775 -3.2931
H 0.6329 -4.0403 2.6362
C -3.4078 1.1681 3.0282
H 5.2137 1.3829 -4.0479
O 1.3244 3.1306 -2.4849
H 0.6329 3.6783 -2.1132
H 2.9023 -3.6007 -4.9069
H -0.5875 0.5467 3.3635
O -2.1759 -1.9936 -1.2150
H -3.3919 1.1663 1.9383
C -2.2644 2.0240 3.5339
C -0.8383 1.5870 3.1562
O 1.7156 -0.6316 -1.2513
*
```

## Properties
frontier orbital gap	0.29568	Ha
relative energy (zero: lowest compared OMol25 entry of this formula, charge and spin)	2.603	eV
energy	-17775.88760	eV